1.
{
  "formula": "C3H7N3S",
  "method": "ωB97M-V with the def2-TZVPD basis set",
  "e_homo_ev": -8.271,
  "homo_lumo_gap_ev": 8.96,
  "fmax_ev_per_a": 7.228,
  "symbols": ["C", "C", "C", "N", "N", "N", "S", "H", "H", "H", "H", "H", "H", "H"],
  "xyz": [[0.19, 1.03, 2.26], [-1.50, -1.67, -2.59], [1.25, 0.59, -0.34], [-0.21, 0.12, 1.32], [-1.36, -1.80, -1.39], [0.26, -0.27, 0.27], [-2.11, -1.62, -3.99], [-0.50, 1.39, 3.01], [1.02, 1.77, 2.24], [1.43, 0.43, -1.39], [0.89, 1.63, -0.28], [2.28, 0.50, -0.05], [-1.03, -0.47, 1.66], [-0.61, -1.64, -0.73]]
}

2.
{
  "formula": "C33H68NO32P",
  "method": "ωB97M-V with the def2-TZVPD basis set",
  "e_homo_ev": -10.017,
  "homo_lumo_gap_ev": 10.24,
  "fmax_ev_per_a": 2.408,
  "smiles": "CC(=O)NCCCCOP(=O)(O)O.COC(=O)OC.COC(=O)OC.COC(=O)OC.COC(=O)OC.COC(=O)OC.COC(=O)OC.COC(=O)OC.COC(=O)OC.COC(=O)OC",
  "symbols": ["C", "C", "O", "N", "C", "C", "C", "C", "O", "P", "O", "O", "O", "H", "H", "H", "H", "H", "H", "H", "H", "H", "H", "H", "H", "H", "H", "C", "O", "C", "O", "O", "C", "H", "H", "H", "H", "H", "H", "C", "O", "C", "O", "O", "C", "H", "H", "H", "H", "H", "H", "C", "O", "C", "O", "O", "C", "H", "H", "H", "H", "H", "H", "C", "O", "C", "O", "O", "C", "H", "H", "H", "H", "H", "H", "C", "O", "C", "O", "O", "C", "H", "H", "H", "H", "H", "H", "C", "O", "C", "O", "O", "C", "H", "H", "H", "H", "H", "H", "C", "O", "C", "O", "O", "C", "H", "H", "H", "H", "H", "H", "C", "O", "C", "O", "O", "C", "H", "H", "H", "H", "H", "H", "C", "O", "C", "O", "O", "C", "H", "H", "H", "H", "H", "H"],
  "xyz": [[4.31, -4.63, -0.57], [3.84, -3.20, -0.55], [4.53, -2.30, -0.10], [2.55, -2.94, -1.02], [2.23, -3.39, -2.40], [1.36, -2.32, -3.06], [0.12, -1.90, -2.26], [-0.92, -2.99, -2.06], [-2.19, -2.32, -1.84], [-3.51, -3.11, -1.53], [-4.72, -2.28, -1.64], [-3.56, -4.37, -2.51], [-3.30, -3.75, -0.06], [5.39, -4.63, -0.53], [3.93, -5.15, 0.31], [3.96, -5.18, -1.44], [2.46, -1.93, -0.97], [1.68, -4.34, -2.33], [3.13, -3.53, -3.00], [2.00, -1.43, -3.11], [1.12, -2.57, -4.09], [0.40, -1.47, -1.31], [-0.38, -1.13, -2.85], [-0.98, -3.66, -2.92], [-0.67, -3.60, -1.19], [-2.95, -5.08, -2.28], [-4.18, -4.08, 0.16], [-0.73, 3.47, -0.83], [0.10, 2.34, -1.16], [1.30, 2.36, -0.58], [1.72, 3.20, 0.17], [1.96, 1.27, -0.97], [3.29, 1.15, -0.43], [-1.66, 3.33, -1.36], [-0.93, 3.50, 0.24], [-0.26, 4.39, -1.15], [3.25, 1.08, 0.65], [3.91, 1.99, -0.73], [3.70, 0.23, -0.84], [-9.30, -2.53, 4.35], [-9.11, -2.04, 3.02], [-8.02, -2.49, 2.41], [-7.22, -3.25, 2.89], [-7.96, -1.96, 1.20], [-6.81, -2.36, 0.44], [-10.22, -2.09, 4.71], [-9.40, -3.62, 4.34], [-8.48, -2.24, 4.99], [-6.82, -3.44, 0.30], [-5.89, -2.05, 0.94], [-6.87, -1.88, -0.52], [11.15, -0.77, -0.36], [10.02, 0.03, -0.02], [8.96, -0.67, 0.41], [8.92, -1.87, 0.51], [7.99, 0.18, 0.69], [6.78, -0.43, 1.17], [11.92, -0.08, -0.68], [11.50, -1.34, 0.51], [10.91, -1.46, -1.17], [6.97, -0.96, 2.10], [6.35, -1.10, 0.43], [6.09, 0.39, 1.36], [-5.11, 7.34, 1.93], [-3.97, 7.23, 2.80], [-3.05, 6.37, 2.38], [-3.10, 5.72, 1.37], [-2.06, 6.36, 3.26], [-0.98, 5.47, 2.93], [-5.76, 8.07, 2.40], [-4.80, 7.70, 0.95], [-5.62, 6.39, 1.84], [-0.53, 5.75, 1.98], [-1.34, 4.44, 2.88], [-0.26, 5.56, 3.73], [-12.06, 0.41, 8.32], [-11.59, -0.35, 9.45], [-10.97, -1.48, 9.13], [-10.79, -1.89, 8.01], [-10.59, -2.08, 10.25], [-9.91, -3.32, 10.05], [-12.53, 1.29, 8.74], [-11.22, 0.70, 7.69], [-12.78, -0.17, 7.75], [-9.00, -3.16, 9.48], [-10.55, -4.03, 9.54], [-9.66, -3.69, 11.04], [-0.33, -4.14, 1.29], [0.18, -4.94, 2.37], [0.74, -6.07, 1.97], [0.84, -6.45, 0.83], [1.18, -6.72, 3.05], [1.81, -7.97, 2.77], [-0.77, -3.26, 1.75], [0.48, -3.84, 0.63], [-1.09, -4.68, 0.75], [2.68, -7.83, 2.15], [1.11, -8.65, 2.29], [2.10, -8.38, 3.74], [-0.72, 8.89, -5.55], [-0.26, 8.10, -4.45], [0.27, 6.93, -4.79], [0.39, 6.51, -5.91], [0.66, 6.31, -3.68], [1.25, 5.03, -3.91], [-1.12, 9.80, -5.12], [0.10, 9.13, -6.22], [-1.50, 8.36, -6.10], [2.15, 5.12, -4.52], [0.54, 4.36, -4.40], [1.51, 4.63, -2.93], [2.80, -3.21, -9.13], [2.51, -1.81, -9.14], [2.29, -1.28, -7.94], [2.32, -1.88, -6.89], [2.03, 0.01, -8.08], [1.77, 0.71, -6.86], [2.95, -3.48, -10.17], [3.70, -3.41, -8.56], [1.96, -3.77, -8.72], [2.64, 0.66, -6.20], [0.90, 0.30, -6.36], [1.59, 1.74, -7.14], [5.17, 4.83, 0.58], [5.96, 3.69, 0.23], [7.17, 3.64, 0.79], [7.63, 4.45, 1.55], [7.76, 2.53, 0.37], [9.08, 2.32, 0.89], [4.22, 4.71, 0.06], [4.98, 4.85, 1.66], [5.65, 5.75, 0.27], [9.05, 2.23, 1.97], [9.74, 3.13, 0.59], [9.42, 1.38, 0.45]]
}

3.
{
  "formula": "C29H82N2O13",
  "method": "ωB97M-V with the def2-TZVPD basis set",
  "e_homo_ev": -8.693,
  "homo_lumo_gap_ev": 9.26,
  "fmax_ev_per_a": 2.747,
  "smiles": "COCCNCCOC.COCCNCCOC.CC(C)O.CC(C)O.CC(C)O.CC(C)O.CO.CO.CO.CO.CO",
  "symbols": ["C", "O", "C", "C", "N", "C", "C", "O", "C", "H", "H", "H", "H", "H", "H", "H", "H", "H", "H", "H", "H", "H", "H", "H", "C", "O", "C", "C", "N", "C", "C", "O", "C", "H", "H", "H", "H", "H", "H", "H", "H", "H", "H", "H", "H", "H", "H", "H", "C", "C", "C", "O", "H", "H", "H", "H", "H", "H", "H", "H", "C", "C", "C", "O", "H", "H", "H", "H", "H", "H", "H", "H", "C", "C", "C", "O", "H", "H", "H", "H", "H", "H", "H", "H", "C", "C", "C", "O", "H", "H", "H", "H", "H", "H", "H", "H", "C", "O", "H", "H", "H", "H", "C", "O", "H", "H", "H", "H", "C", "O", "H", "H", "H", "H", "C", "O", "H", "H", "H", "H", "C", "O", "H", "H", "H", "H"],
  "xyz": [[3.06, -0.48, 3.35], [2.62, -1.69, 3.99], [1.23, -1.63, 4.39], [0.84, -3.05, 4.79], [1.17, -4.02, 3.75], [0.95, -5.35, 4.25], [1.38, -6.41, 3.23], [2.75, -6.19, 3.00], [3.32, -7.03, 2.00], [2.93, 0.28, 4.12], [2.44, -0.10, 2.53], [4.11, -0.60, 3.11], [0.50, -1.33, 3.63], [1.12, -0.98, 5.25], [-0.24, -3.03, 4.96], [1.35, -3.18, 5.74], [2.17, -3.96, 3.60], [-0.10, -5.54, 4.47], [1.50, -5.53, 5.17], [0.85, -6.35, 2.28], [1.19, -7.44, 3.53], [4.40, -6.96, 2.15], [3.09, -6.80, 0.96], [2.98, -8.04, 2.19], [-5.86, 3.19, -5.68], [-4.60, 3.69, -6.10], [-3.50, 2.79, -5.71], [-2.12, 3.32, -6.31], [-1.85, 4.76, -5.90], [-1.65, 5.00, -4.46], [-0.54, 4.24, -3.67], [-0.97, 2.89, -3.28], [0.07, 1.89, -3.20], [-6.06, 2.25, -6.19], [-6.76, 3.79, -5.85], [-5.86, 3.02, -4.61], [-3.60, 1.77, -6.10], [-3.45, 2.74, -4.62], [-2.07, 3.37, -7.40], [-1.29, 2.67, -6.05], [-2.67, 5.25, -6.23], [-2.53, 4.72, -3.88], [-1.59, 6.09, -4.36], [-0.30, 4.83, -2.78], [0.35, 4.19, -4.29], [0.75, 2.09, -2.37], [0.66, 1.74, -4.10], [-0.39, 0.92, -3.00], [0.31, 1.88, 4.83], [-0.65, 1.98, 3.57], [-1.57, 3.30, 3.58], [0.23, 2.13, 2.43], [1.01, 1.04, 4.84], [-0.25, 1.87, 5.76], [0.95, 2.75, 4.96], [-1.33, 1.14, 3.43], [-2.30, 3.29, 2.77], [-0.95, 4.19, 3.66], [-2.21, 3.33, 4.46], [0.52, 3.04, 2.37], [2.56, 4.17, -0.21], [2.32, 4.93, 1.11], [2.68, 6.41, 1.06], [0.95, 4.83, 1.53], [2.02, 4.78, -0.94], [2.19, 3.15, -0.16], [3.61, 4.05, -0.47], [2.87, 4.46, 1.93], [3.71, 6.57, 0.75], [2.77, 6.77, 2.08], [2.07, 7.04, 0.40], [0.38, 5.23, 0.87], [0.85, -5.39, -4.15], [1.41, -4.43, -3.04], [0.41, -3.37, -2.57], [1.79, -5.29, -1.99], [0.64, -4.86, -5.08], [-0.03, -5.91, -3.78], [1.51, -6.19, -4.51], [2.28, -3.87, -3.39], [-0.44, -3.86, -2.12], [0.11, -2.77, -3.43], [0.90, -2.71, -1.85], [2.14, -4.70, -1.33], [-2.08, 2.27, 0.11], [-3.33, 2.95, -0.41], [-4.14, 3.70, 0.66], [-2.84, 3.92, -1.35], [-2.34, 1.51, 0.84], [-1.35, 2.98, 0.50], [-1.63, 1.69, -0.70], [-3.94, 2.22, -0.94], [-3.45, 4.37, 1.17], [-4.59, 3.10, 1.45], [-4.91, 4.40, 0.33], [-2.30, 3.49, -2.01], [4.07, 0.30, -0.93], [3.56, -0.67, -0.04], [5.09, 0.09, -1.27], [3.43, 0.34, -1.80], [4.05, 1.28, -0.44], [2.64, -0.45, 0.12], [2.41, -3.83, 0.77], [3.09, -3.36, -0.41], [1.66, -3.10, 1.08], [1.98, -4.80, 0.51], [3.22, -3.93, 1.49], [3.52, -2.52, -0.23], [0.04, -0.51, 0.16], [1.15, 0.23, 0.53], [-0.68, -0.46, 0.98], [-0.39, -0.10, -0.75], [0.21, -1.57, -0.02], [0.81, 0.99, 1.01], [-3.39, -2.04, 0.02], [-3.00, -1.90, 1.34], [-2.68, -1.50, -0.60], [-3.46, -3.10, -0.25], [-4.37, -1.57, -0.01], [-2.23, -2.46, 1.45], [-1.40, -4.69, 1.56], [-0.84, -3.41, 1.61], [-2.34, -4.68, 1.02], [-0.82, -5.45, 1.02], [-1.52, -5.08, 2.56], [-0.12, -3.47, 2.25]]
}

4.
{
  "formula": "C17H17Cl2O4S",
  "method": "ωB97M-V with the def2-TZVPD basis set",
  "e_homo_ev": -12.164,
  "total_charge": 1,
  "homo_lumo_gap_ev": 6.36,
  "fmax_ev_per_a": 3.259,
  "symbols": ["C", "C", "S", "C", "Cl", "C", "C", "Cl", "H", "H", "H", "H", "H", "H", "H", "H", "H", "C", "C", "C", "O", "C", "C", "C", "O", "H", "H", "H", "H", "C", "C", "C", "O", "C", "C", "C", "O", "H", "H", "H", "H"],
  "xyz": [[-5.76, -2.31, 3.13], [-4.58, -1.42, 2.80], [-4.10, -1.35, 0.98], [-2.52, -0.37, 0.70], [-2.12, 0.84, 2.08], [-1.29, -1.47, 0.45], [-1.55, -2.14, -1.05], [-1.19, -2.75, 1.80], [-6.87, -1.94, 2.90], [-5.60, -3.41, 3.56], [-3.99, -0.82, 3.65], [-3.83, -2.69, 0.64], [-2.62, 0.20, -0.34], [-0.31, -0.80, 0.35], [-1.47, -1.27, -1.82], [-2.59, -2.66, -1.16], [-0.64, -2.89, -1.24], [2.27, 0.12, -4.54], [2.06, -0.21, -3.26], [1.05, 0.49, -2.44], [0.85, 0.19, -1.27], [0.29, 1.58, -3.09], [0.50, 1.91, -4.37], [1.51, 1.21, -5.18], [1.71, 1.51, -6.35], [3.01, -0.38, -5.15], [2.61, -1.01, -2.77], [-0.45, 2.08, -2.48], [-0.05, 2.71, -4.86], [1.56, 1.61, 2.25], [2.26, 1.49, 1.12], [3.73, 1.30, 1.15], [4.37, 1.19, 0.11], [4.38, 1.24, 2.47], [3.68, 1.35, 3.60], [2.22, 1.55, 3.58], [1.57, 1.65, 4.61], [0.49, 1.75, 2.25], [1.80, 1.54, 0.15], [5.46, 1.09, 2.47], [4.15, 1.31, 4.58]]
}